{"formula": "C6H11O", "method": "ωB97M-V/def2-TZVPD", "elements": ["O", "C", "C", "C", "C", "C", "C", "H", "H", "H", "H", "H", "H", "H", "H", "H", "H", "H"], "coordinates": [[-2.53, -1.27, -1.54], [1.58, 1.52, 0.92], [0.74, -0.83, 0.26], [0.80, 0.28, 1.32], [-1.39, -1.68, -0.97], [-0.23, -0.62, -0.92], [1.17, 2.86, 0.98], [-1.51, -2.00, 0.10], [-0.93, -2.59, -1.47], [2.32, 1.28, 0.15], [-0.74, 0.34, -0.89], [0.50, -1.77, 0.76], [1.26, 3.52, 0.12], [0.52, 3.26, 1.76], [-0.19, 0.60, 1.69], [1.23, -0.16, 2.22], [0.35, -0.65, -1.85], [1.77, -0.90, -0.13]], "charge": -2, "spin_multiplicity": 2, "homo_ev": [3.712, 0.591], "homo_lumo_gap_ev": [3.62, 6.68], "e_above_lowest_kj_mol": 54.5}

=====

{"formula": "C32H49N15O3", "method": "ωB97M-V/def2-TZVPD", "elements": ["O", "O", "O", "N", "N", "N", "N", "N", "N", "N", "N", "N", "N", "N", "N", "N", "N", "N", "C", "C", "C", "C", "C", "C", "C", "C", "C", "C", "C", "C", "C", "C", "C", "C", "C", "C", "C", "C", "C", "C", "C", "C", "C", "C", "C", "C", "C", "C", "C", "C", "H", "H", "H", "H", "H", "H", "H", "H", "H", "H", "H", "H", "H", "H", "H", "H", "H", "H", "H", "H", "H", "H", "H", "H", "H", "H", "H", "H", "H", "H", "H", "H", "H", "H", "H", "H", "H", "H", "H", "H", "H", "H", "H", "H", "H", "H", "H", "H", "H"], "coordinates": [[-2.10, -2.70, 5.11], [-2.27, -0.80, 2.54], [-5.34, -1.22, 2.49], [-5.88, -7.48, 5.73], [-4.12, -4.55, 1.15], [3.56, 1.52, -4.51], [2.11, -7.67, -0.42], [3.02, -3.37, -1.72], [-0.96, 0.79, 6.65], [0.01, -3.29, 2.54], [8.23, 10.15, -4.64], [-7.91, -5.24, 10.55], [3.08, 1.82, -8.25], [-6.01, 1.31, 6.06], [-0.43, 5.05, -2.06], [7.31, 4.88, -7.11], [-4.19, -2.42, 4.21], [5.40, 9.51, -9.14], [6.22, 9.14, -8.44], [2.77, 2.30, -9.24], [-5.99, 2.41, 5.75], [7.27, 8.66, -7.54], [8.55, 11.00, -5.35], [3.55, -7.27, -2.55], [3.96, -0.97, -3.87], [2.18, -3.87, -1.12], [3.74, 0.42, -4.22], [0.44, 4.31, -2.22], [-4.01, -0.01, 4.07], [2.38, 2.91, -10.50], [0.74, -3.17, 3.41], [-1.10, -0.08, 7.38], [5.01, 3.80, -6.51], [2.74, -7.50, -1.36], [1.11, -4.50, -0.37], [6.29, 4.40, -6.85], [-7.52, -5.58, 8.00], [-2.84, -2.02, 4.52], [-5.56, -6.64, 5.02], [-1.29, -1.19, 8.30], [-4.95, -1.21, 3.86], [1.64, -3.02, 4.54], [-4.92, -4.18, 0.42], [-2.63, -0.65, 3.91], [-7.74, -5.39, 9.42], [1.53, 3.38, -2.42], [8.95, 12.07, -6.25], [-5.16, -5.57, 4.11], [-5.95, -3.71, -0.49], [-5.95, 3.81, 5.35], [-5.67, -3.91, -1.53], [3.18, -7.86, -3.38], [3.49, -1.64, -4.60], [-4.04, 0.45, 5.03], [-5.85, -1.26, 4.45], [-4.04, -3.07, 3.45], [-4.91, -4.66, 4.67], [2.11, 3.26, -1.51], [4.59, -7.54, -2.37], [1.09, -2.92, 5.47], [7.38, 7.58, -7.61], [-1.64, -2.07, 7.76], [4.61, 3.24, -7.36], [9.85, 11.80, -6.79], [-2.03, -0.95, 9.06], [-6.90, -4.20, -0.30], [-0.36, -1.44, 8.80], [1.16, 2.39, -2.70], [2.13, 3.96, -10.36], [8.23, 9.11, -7.78], [-1.89, -0.01, 4.37], [1.51, 2.41, -10.92], [3.19, 2.86, -11.23], [0.29, -4.81, -1.02], [-4.74, -1.76, 1.98], [3.51, -6.22, -2.84], [2.30, -3.88, 4.63], [5.02, -1.20, -3.84], [-4.18, 0.64, 3.22], [0.70, -3.84, 0.38], [4.28, 4.56, -6.24], [2.20, 3.71, -3.20], [-5.95, -5.33, 3.41], [2.27, -2.13, 4.42], [9.16, 12.98, -5.69], [-7.01, -6.52, 7.80], [7.04, 8.90, -6.51], [-8.47, -5.60, 7.46], [-4.28, -5.85, 3.53], [1.47, -5.40, 0.14], [-5.00, 4.05, 4.87], [-6.10, -2.63, -0.39], [-6.92, -4.78, 7.58], [-1.71, -1.57, 2.45], [3.54, -1.21, -2.90], [8.17, 12.29, -6.97], [5.10, 3.11, -5.68], [-6.07, 4.47, 6.21], [-6.75, 4.04, 4.64]], "spin_multiplicity": 1, "homo_ev": -9.971, "homo_lumo_gap_ev": 10.22}

=====

{"formula": "C3H5Cl2F", "method": "ωB97M-V/def2-TZVPD", "elements": ["Cl", "Cl", "F", "C", "C", "C", "H", "H", "H", "H", "H"], "coordinates": [[-0.31, 2.26, -0.49], [2.83, 0.46, -0.45], [-1.33, -0.65, -1.13], [0.05, 0.64, 0.31], [-1.31, -0.27, 0.15], [1.22, -0.32, -0.28], [1.41, -1.13, 0.41], [-2.21, 0.03, 0.40], [-1.12, -1.13, 0.71], [0.08, 0.89, 1.38], [0.68, -0.79, -1.01]], "smiles": "FC[C@H](Cl)CCl", "spin_multiplicity": 1, "homo_ev": -10.774, "homo_lumo_gap_ev": 11.62, "e_above_lowest_kj_mol": 138.0}

=====

{"formula": "C33H43AsCoN7SSi3", "method": "ωB97M-V/def2-TZVPD", "elements": ["As", "Co", "S", "Si", "Si", "Si", "N", "N", "N", "N", "N", "N", "N", "C", "C", "C", "C", "C", "C", "C", "C", "C", "C", "C", "C", "C", "C", "C", "C", "C", "C", "C", "C", "C", "C", "C", "C", "C", "C", "C", "C", "C", "C", "C", "C", "C", "H", "H", "H", "H", "H", "H", "H", "H", "H", "H", "H", "H", "H", "H", "H", "H", "H", "H", "H", "H", "H", "H", "H", "H", "H", "H", "H", "H", "H", "H", "H", "H", "H", "H", "H", "H", "H", "H", "H", "H", "H", "H", "H"], "coordinates": [[-1.82, -2.63, -1.11], [0.40, 1.03, -0.37], [-1.44, -0.74, -0.16], [-4.11, -2.84, -0.48], [-0.35, -4.15, -0.03], [-1.66, -2.85, -3.46], [1.58, 0.19, -1.83], [-2.48, 5.93, -5.09], [-0.39, 2.21, -1.75], [-0.76, 1.91, 1.07], [0.35, 0.98, 2.99], [3.22, -0.83, -0.39], [1.52, 0.26, 0.98], [1.89, -0.13, -4.21], [-0.65, 1.65, 2.41], [-2.84, 3.08, 1.49], [-2.74, 2.80, 2.87], [2.67, -0.45, 0.76], [-4.13, -2.63, 1.36], [-0.56, -3.77, 1.77], [3.47, -1.05, -2.70], [2.43, -0.25, 3.01], [-1.53, 1.98, -2.48], [4.74, -1.61, 3.71], [2.72, -0.53, -1.59], [-4.95, -4.45, -0.92], [3.08, -0.85, -3.99], [0.07, -3.31, -3.93], [-2.04, 5.15, -4.36], [2.74, -0.40, 4.37], [-1.50, 4.19, -3.47], [-1.66, 2.11, 3.30], [3.89, -1.08, 4.70], [1.21, 0.35, -3.13], [0.16, 3.46, -1.88], [-2.21, -1.32, -4.34], [-2.09, 2.90, -3.32], [3.26, -0.79, 2.03], [-0.33, 4.43, -2.68], [-0.90, -5.89, -0.43], [-4.93, -1.42, -1.35], [-2.79, -4.29, -3.83], [-1.85, 2.63, 0.67], [4.44, -1.46, 2.37], [1.37, -3.83, -0.59], [1.34, 0.40, 2.33], [-5.99, -1.38, -1.09], [-0.29, -6.60, 0.14], [-2.65, -4.66, -4.85], [-3.41, -1.86, 1.64], [-1.92, 2.85, -0.38], [-1.55, -4.06, 2.13], [-5.86, -4.53, -0.31], [0.18, -3.29, -5.02], [-3.24, -1.04, -4.07], [0.79, -2.60, -3.51], [1.74, -2.88, -0.20], [-0.44, -2.69, 1.93], [-3.67, 3.64, 1.07], [-4.84, -1.50, -2.43], [-3.84, -3.99, -3.72], [-1.57, -0.47, -4.09], [3.67, -1.24, -4.81], [-5.12, -2.32, 1.70], [4.36, -1.61, -2.44], [-0.78, -6.11, -1.49], [-5.23, -4.50, -1.97], [-2.60, -5.11, -3.13], [2.02, -4.63, -0.21], [-3.87, -3.56, 1.87], [-1.50, 1.87, 4.35], [-2.99, 2.64, -3.86], [-4.45, -0.49, -1.03], [-2.17, -1.48, -5.42], [0.20, -4.29, 2.36], [-4.32, -5.32, -0.70], [1.51, 0.06, -5.21], [5.08, -1.86, 1.59], [1.47, -3.80, -1.68], [-1.95, -6.05, -0.16], [-3.50, 3.14, 3.56], [0.31, 0.91, -3.30], [-1.98, 1.01, -2.34], [0.17, 5.39, -2.73], [2.08, 0.02, 5.12], [5.64, -2.12, 4.00], [1.05, 3.64, -1.29], [0.32, -4.31, -3.58], [4.15, -1.20, 5.75]], "charge": -1, "spin_multiplicity": 4, "homo_ev": [-2.449, -4.733], "homo_lumo_gap_ev": [4.51, 6.79]}